DFT (wB97M-V/def2-TZVPD) results for a cluster of 13 separate species, C54H122Cl12O21 in total in a non-equilibrium geometry.

As for the max |F|: 0.053 hartree/bohr. The value obtained for the HOMO-LUMO gap is 9.525 eV. Its relative energy (zero: lowest compared OMol25 entry of this formula, charge and spin) is 20.33 kcal/mol. The value obtained for the LUMO energy is 0.21 eV. The energy is -9232.4945 hartree.

Structure (XYZ):
```
209
Properties=species:S:1:pos:R:3:forces:R:3:mulliken_charge:R:1
Cl -2.450437 1.359366 -4.717383 -0.0035 0.2479 1.5312 -0.034
C -2.133347 0.387606 -6.114773 -1.1613 -1.4755 -1.1642 -0.020
C -3.068897 -0.872204 -6.255283 0.5675 0.7109 0.7912 -0.648
Cl -2.707457 -2.143444 -5.009143 -0.1506 0.4653 -0.5873 -0.129
H -1.094587 0.059916 -6.156153 -0.0696 0.3483 -0.0329 -0.476
H -2.428617 1.104416 -6.880993 0.5245 -0.5533 -0.6441 0.554
H -2.949237 -1.363974 -7.220663 0.0677 0.2472 0.0583 0.409
H -4.105247 -0.575864 -6.093213 0.0684 -0.0754 -0.1040 0.329
Cl -4.218297 4.624626 -1.523953 0.9150 -1.4000 0.8871 -0.219
C -3.591347 3.013146 -0.830533 -0.4738 -0.9294 -0.2266 -0.437
C -2.165517 2.877096 -0.325743 -0.8908 1.3954 0.4855 1.087
Cl -1.118587 3.415396 -1.621993 0.8946 0.0366 -0.2705 0.038
H -3.659727 2.263916 -1.619253 -0.4306 0.3717 -0.3348 0.090
H -4.263587 2.681396 -0.039243 -0.2130 0.4210 -0.0420 0.486
H -1.916647 1.863796 -0.010463 -0.1820 -0.0578 -0.3009 -0.833
H -2.035787 3.500866 0.558657 0.3570 0.2026 -0.1202 -0.214
Cl 6.625963 -0.891204 -2.676483 0.3258 0.5912 0.2769 -0.232
C 4.952613 -1.344864 -3.102423 0.6814 -0.6874 -1.2092 0.727
C 4.337843 -0.410664 -4.166543 -0.7248 -0.3540 2.0303 0.514
Cl 5.015433 -0.526764 -5.797153 0.1191 0.0369 0.2149 -0.217
H 4.389233 -1.457334 -2.176113 -0.1507 0.4293 -0.3098 -0.744
H 5.164203 -2.340614 -3.492053 -0.7740 -0.0235 -0.1148 0.199
H 4.333003 0.596536 -3.749843 0.4474 0.2345 -0.5460 0.369
H 3.276923 -0.655564 -4.217263 -0.0115 -0.2885 -0.2879 -0.651
Cl -3.024017 -1.813254 5.027477 -0.2804 -0.2974 -0.2716 -0.155
C -2.266847 -1.487214 6.605887 0.0063 0.1852 -0.5725 -0.400
C -2.484007 -0.009714 6.855417 -1.4319 0.1067 -0.0171 -0.217
Cl -1.427827 0.565906 8.108177 0.6107 0.3752 0.6153 -0.164
H -1.204917 -1.720744 6.529327 -0.0955 0.0114 -0.0145 0.228
H -2.751837 -2.164474 7.308877 0.1416 0.3740 0.1762 0.390
H -3.503077 0.203056 7.178417 -0.0853 -0.4221 0.2632 0.357
H -2.445667 0.618886 5.965767 0.8444 -0.3071 -0.1311 0.022
Cl 2.799413 -2.949294 2.937637 -0.8378 -0.6488 0.3411 -0.116
C 1.735873 -4.426414 3.134507 0.4688 -0.2728 -1.2378 -0.310
C 0.480103 -4.278944 3.941157 0.5906 0.7565 -0.2063 -0.626
Cl -0.643157 -3.176294 3.034977 0.3857 -0.4059 0.5916 -0.035
H 2.391753 -5.223864 3.483767 -0.1023 0.1571 0.3258 0.501
H 1.403683 -4.713294 2.136787 0.3687 0.1307 -0.2052 -0.103
H 0.769413 -3.859094 4.904557 -0.7139 0.0457 0.1045 0.346
H 0.001253 -5.255784 4.008727 -0.0236 0.1777 0.1924 0.372
Cl 5.395123 5.052546 3.706087 -0.3320 0.1717 -0.3025 -0.201
C 3.850943 5.563386 2.916077 -0.0234 0.4091 0.7214 -0.035
C 3.294903 6.848316 3.589297 0.3600 -1.3258 -0.3493 -0.029
Cl 2.740633 6.523266 5.309717 0.4987 0.1777 -1.0997 -0.196
H 3.155983 4.725176 2.966587 0.0467 0.0732 0.1388 -0.241
H 4.094733 5.744196 1.869187 -0.0661 0.1957 0.0868 0.459
H 2.434883 7.184856 3.010327 -0.0667 0.1475 0.2225 -0.174
H 4.111743 7.569826 3.572387 -0.3518 0.1814 0.4148 0.509
C -4.191147 -1.725114 -1.399673 -0.0744 0.3916 -0.8257 -0.198
O -5.524467 -1.393674 -1.873513 0.4792 -0.4581 1.0852 -0.456
C -5.663987 -0.890164 -3.184933 -0.7558 -0.4743 -0.7662 0.111
C -7.179387 -0.661624 -3.585173 0.5941 -0.4422 1.6755 -0.972
O -7.774807 -1.955884 -3.788593 0.5888 0.8309 -1.1693 -0.143
C -9.121887 -1.953464 -4.207113 -1.0839 -1.3373 1.3803 -0.620
C -9.584457 -3.406184 -4.375823 1.6506 -0.7449 1.0409 -0.637
O -9.445667 -4.149314 -3.151243 -0.1399 1.2313 0.2823 -0.303
C -9.594227 -5.522854 -3.358853 -0.3013 0.2076 -0.1381 -0.711
H -4.176237 -2.044604 -0.357653 -0.7821 0.0655 -0.0482 0.259
H -3.480527 -0.900524 -1.455823 -0.2150 0.6579 -0.1137 0.016
H -3.662237 -2.498034 -1.957313 -0.5208 -0.3699 -0.4056 0.203
H -5.340807 -1.629614 -3.917653 0.3761 -0.1989 -0.0506 0.090
H -5.027237 -0.012594 -3.296883 -0.2283 0.4309 -0.1943 0.258
H -7.330727 0.056766 -4.390853 0.4515 -0.4104 -0.7188 0.415
H -7.686937 -0.154084 -2.764863 -0.1194 -0.1433 0.5025 0.364
H -9.425207 -1.500584 -5.151033 0.7282 0.6750 -0.1859 0.358
H -9.707947 -1.541874 -3.385393 -0.3208 0.4515 -0.0475 0.320
H -8.848417 -3.858784 -5.040283 -0.1476 -0.1064 -0.6644 0.340
H -10.595577 -3.535214 -4.761953 -0.1184 0.3535 -0.1489 0.450
H -9.639137 -6.063224 -2.413293 0.0854 0.2982 0.1051 0.236
H -8.752157 -5.902094 -3.937823 -0.0383 -0.2628 -0.2728 0.298
H -10.548107 -5.656144 -3.869183 -0.0554 -0.6094 -0.3064 0.290
C 4.669293 -0.246474 0.354097 -0.4769 0.2875 0.3498 -0.693
O 3.952823 0.548556 -0.562833 0.0461 -0.1489 -1.3756 -0.185
C 3.047913 1.498456 0.030467 2.3681 -0.6890 -1.1328 -0.195
C 2.350483 2.308436 -1.065553 -0.9759 1.1242 -0.0551 0.808
O 3.134583 2.998736 -2.072073 0.1059 -0.5593 0.0260 -0.560
C 2.391743 3.806056 -3.002583 -0.1923 -0.6774 -0.3527 0.024
C 1.500323 3.029786 -3.995943 -0.1729 -1.0513 0.7148 -0.124
O 2.262493 2.125116 -4.807593 -0.6797 0.0736 -0.0980 -0.341
C 1.447893 1.274856 -5.618983 1.0283 -0.0325 -0.5439 -0.504
H 5.396913 0.336466 0.918767 -0.2133 0.3801 0.4738 0.262
H 5.293403 -1.025194 -0.084293 -0.5142 0.0305 -0.7272 0.161
H 3.900953 -0.705894 0.975937 0.3312 -0.3301 0.6878 0.203
H 3.717373 2.098346 0.646947 -0.4032 0.6304 0.3199 0.602
H 2.381683 0.914926 0.665857 -0.7067 0.5000 0.0195 -0.100
H 1.817213 3.105416 -0.547343 -0.2309 0.1384 0.4686 -0.012
H 1.530503 1.745106 -1.510963 0.2872 -0.4328 -0.3160 -0.343
H 3.070823 4.420666 -3.593503 0.6298 -0.4355 0.1689 0.411
H 1.792813 4.562186 -2.494993 -0.4886 -0.1468 0.3862 -0.177
H 0.824353 3.672516 -4.559913 0.5122 0.6262 -0.5552 0.532
H 0.749423 2.449126 -3.460133 0.0756 -0.4027 0.4741 -0.249
H 0.836303 0.538196 -5.098033 -0.4722 0.4970 0.6331 -0.176
H 2.077913 0.620756 -6.221773 0.7191 0.1891 0.2007 0.357
H 0.919203 1.830086 -6.393783 -0.6101 0.3027 0.3301 0.471
C 0.190243 3.993346 2.613787 0.6564 0.9370 -0.1122 -1.061
O 0.234823 2.614816 2.777607 0.5536 0.4783 -0.8913 0.389
C -0.863367 1.921646 3.293807 1.8713 -1.0811 -1.0685 -0.828
C -0.564787 0.470356 2.747017 -0.7313 1.1952 0.0055 -0.454
O -0.368667 0.579686 1.300317 -0.8953 -0.1700 0.6260 0.709
C -0.334247 -0.672304 0.609937 -0.6912 -0.3777 0.2240 -1.241
C -0.436727 -0.570074 -0.924143 1.6153 -0.0094 0.0067 0.169
O -0.656567 -1.859974 -1.504383 -0.3928 0.3608 2.0771 0.866
C -0.230977 -1.928454 -2.820153 -0.4441 0.5372 -1.2259 -0.524
H 0.661993 4.349786 1.698097 0.2972 -0.7044 -0.4812 -0.019
H 0.822873 4.449526 3.375217 -0.5110 0.4415 0.5222 0.307
H -0.790547 4.456756 2.507047 -0.4230 -0.2252 0.6932 0.301
H -1.801237 2.336576 2.924587 -0.2411 -0.1577 -0.0234 0.397
H -0.777297 1.992506 4.378087 -0.5858 -0.4403 0.3241 0.155
H -1.406937 -0.112254 3.120437 -0.3843 -0.5903 -0.8777 0.041
H 0.303533 0.011056 3.219427 0.3642 0.3371 -0.0597 0.395
H -1.235877 -1.241244 0.836837 -0.1081 -0.3361 0.5541 0.245
H 0.540113 -1.211764 0.974057 0.1052 -0.3462 -0.3625 0.290
H 0.516173 -0.262324 -1.354693 0.1691 0.5822 0.1347 -0.614
H -1.178617 0.185176 -1.183553 -0.3742 -0.1251 -0.2678 -0.122
H 0.805373 -1.632794 -2.983463 0.2865 -0.1125 0.2318 -0.033
H -0.873517 -1.261234 -3.394663 0.1902 0.1875 -0.3806 0.224
H -0.397447 -2.921684 -3.237153 0.1249 -0.1505 0.3314 0.039
C 6.485043 0.127706 4.902527 -0.1933 -0.2955 0.4305 -0.755
O 5.576483 1.105286 5.328067 -0.4980 0.2646 -0.4266 -0.351
C 4.367943 1.122466 4.568397 0.2912 1.9552 1.5888 -0.374
C 3.515493 2.340676 5.058727 -0.4300 -1.1731 0.0503 0.605
O 3.161993 2.177746 6.441937 0.3888 -0.1849 -0.7322 -0.316
C 1.954023 2.816826 6.748567 -0.5348 -0.7641 0.6058 0.521
C 1.461973 2.312346 8.104797 0.6285 -0.1718 0.0182 -0.818
O 2.429863 2.507766 9.092507 -0.2240 0.6645 1.7812 -0.356
C 1.889963 2.363146 10.435087 1.0582 0.3952 -0.9773 -0.777
H 6.011193 -0.852954 4.945837 0.0516 -0.3647 0.1582 0.299
H 7.316393 0.176536 5.605777 0.0637 -0.1601 -0.1912 0.276
H 6.841293 0.237286 3.878237 0.0630 0.4253 -0.2091 0.272
H 3.752303 0.248246 4.780157 0.1416 -0.3974 -0.2542 0.338
H 4.632753 1.248936 3.518647 -0.3445 -0.1546 -0.2895 0.243
H 2.581313 2.259696 4.502977 -0.2416 0.0592 -0.4405 -0.325
H 3.911853 3.337496 4.865457 0.4723 -0.2238 0.1482 -0.021
H 1.136043 2.477106 6.113287 -0.1199 -0.0954 -0.7776 -0.282
H 2.026003 3.894156 6.599237 0.0567 0.2399 0.5055 0.129
H 1.278053 1.238666 8.066067 0.0114 -0.3112 -0.5335 0.277
H 0.488793 2.726356 8.368647 -0.0852 0.6050 -0.0146 0.519
H 1.064773 3.056556 10.597407 -0.3996 -0.2546 -0.1431 0.315
H 2.659613 2.673606 11.141747 0.2138 -0.0892 -0.2148 0.278
H 1.656483 1.319836 10.647427 -0.3931 -0.0327 -0.0556 0.280
C -1.920597 7.825156 -1.621803 0.7951 0.1556 0.3162 -0.423
O -0.765507 8.582266 -1.237983 -0.3634 0.9574 0.5046 -0.415
C 0.443863 7.887496 -1.006563 -0.8541 -1.4439 -0.2928 -1.029
C 0.436663 6.733676 0.023977 1.0266 0.4766 0.5519 -0.022
O 0.248323 7.042286 1.413297 0.4625 -0.0100 -0.5623 -0.011
C -1.044297 7.452296 1.744937 -0.6945 0.6311 0.0540 -0.361
C -1.159927 7.765576 3.211147 0.8340 0.4252 0.2923 -0.709
O -0.305967 8.874386 3.559317 -0.0362 -1.5507 -0.0716 -0.355
C 0.050733 8.877506 4.934017 -0.6513 0.7888 0.0432 -0.691
H -2.389157 7.353296 -0.758133 0.2456 -0.4987 0.0291 0.132
H -1.625007 7.117296 -2.396183 -0.2618 -0.3393 0.0235 0.228
H -2.702767 8.481476 -2.003323 0.4573 0.3654 -0.1912 0.293
H 1.300243 8.539646 -0.835073 -0.5992 0.5775 0.3293 0.386
H 0.675933 7.392996 -1.949813 0.3208 -0.4245 -0.2890 0.437
H 1.470693 6.389086 0.036017 0.1915 -0.1316 -0.2838 0.242
H -0.130807 5.861386 -0.300353 -0.6407 0.1144 0.0548 0.171
H -1.728307 6.623506 1.562337 -0.4609 -0.0735 -0.2742 0.183
H -1.328587 8.333866 1.170387 -0.1149 -0.0179 -0.2260 0.494
H -0.908027 6.832386 3.714947 0.5145 0.0515 0.5642 0.235
H -2.180717 7.993986 3.517577 -0.2953 0.0795 -0.2954 0.443
H 0.799403 9.661436 5.048217 0.0895 -0.2023 0.0825 0.232
H 0.388323 7.938126 5.371847 0.2632 -0.1863 -0.5686 0.244
H -0.822167 9.166656 5.519287 -0.2065 0.1834 0.2288 0.360
C 1.593613 -2.434644 -6.914893 -0.6375 -1.2276 0.6991 -0.684
O 1.679193 -2.973994 -5.594753 -0.2293 0.7419 0.7097 0.099
C 2.620953 -4.021614 -5.455593 0.2224 0.1218 1.1372 -1.052
C 2.428053 -4.832054 -4.111153 -0.0997 1.9740 -1.1299 0.292
O 2.971693 -4.070954 -3.023583 0.3398 -0.6435 -1.3068 -0.019
C 2.722653 -4.689584 -1.797753 -0.7740 0.9287 0.8663 0.070
C 3.227813 -3.821914 -0.671013 1.4951 -0.3737 -0.1369 0.253
O 4.648203 -3.672644 -0.696753 1.0946 0.2069 0.3321 -0.217
C 5.454093 -4.498674 0.149147 -1.4321 -0.2407 -0.1638 -0.886
H 2.538783 -2.145764 -7.374573 0.2007 -0.1369 0.1628 0.265
H 0.919353 -1.578264 -6.905523 0.0585 -0.0184 0.1989 -0.051
H 1.099693 -3.265724 -7.418313 0.0988 0.3144 -1.1254 0.414
H 3.588633 -3.520244 -5.437473 0.4959 -0.4074 -0.0085 0.271
H 2.568903 -4.681654 -6.321473 -0.0462 -0.3090 -0.0618 0.532
H 2.874473 -5.820354 -4.221093 0.2180 -0.0205 0.1787 0.247
H 1.355823 -4.939534 -3.947243 -0.1634 -0.2321 -0.0247 -0.314
H 3.097183 -5.707414 -1.688893 0.2850 -0.1130 -0.3160 0.119
H 1.645333 -4.729514 -1.636843 -0.3259 -0.3648 -0.0273 -0.168
H 2.926283 -4.323474 0.248557 -0.1938 0.2859 0.3367 0.182
H 2.918773 -2.777824 -0.720843 -0.7876 -0.1733 -0.0276 -0.135
H 4.948063 -4.650674 1.102527 -0.1287 0.0775 0.2954 0.280
H 6.422693 -4.055174 0.379837 -0.0953 0.1547 -0.5336 0.266
H 5.536983 -5.488964 -0.298683 0.4642 -0.1155 -0.0769 0.301
C -4.053877 -6.699324 0.745877 0.7165 1.4548 -0.7878 -0.805
O -3.107447 -6.067184 -0.207353 -1.3459 -0.3960 1.2500 -0.312
C -2.356417 -5.031374 0.458637 0.5632 -1.3573 -1.2396 -0.542
C -1.260227 -4.600164 -0.527973 0.2396 -0.3797 0.4557 0.721
O -0.429307 -5.660754 -0.990753 -0.2494 -0.8017 -0.4309 -0.276
C -0.819067 -6.251914 -2.245873 0.1049 0.0148 0.5282 0.086
C -0.088587 -7.566734 -2.528823 0.5055 0.5942 -0.6997 -1.073
O 1.330933 -7.366204 -2.511653 0.3037 -0.1007 -0.3925 -0.006
C 2.133093 -8.408274 -3.076043 -0.3395 -1.1152 1.5306 -1.098
H -3.478207 -7.024084 1.612617 -0.1954 -0.0367 0.1519 0.297
H -4.661407 -7.517224 0.358507 0.7017 -0.0945 -0.6413 0.279
H -4.788947 -5.932374 0.989947 0.0512 0.0939 0.5164 0.294
H -1.921657 -5.476544 1.353567 0.3109 0.0161 0.1587 0.400
H -2.916457 -4.157364 0.791137 -0.4979 0.0682 -0.2091 0.422
H -0.573967 -3.962304 0.029067 -0.1374 0.3599 -0.1377 -0.386
H -1.661597 -4.052954 -1.380943 -0.1633 0.0882 0.1112 -0.342
H -0.637387 -5.554254 -3.063413 0.2605 0.2611 -0.0707 -0.100
H -1.891407 -6.447274 -2.249233 -0.0783 -0.1729 0.0939 0.517
H -0.310947 -7.854284 -3.556433 -0.5420 -0.0245 -0.1944 0.436
H -0.476737 -8.363994 -1.894933 0.4944 -0.1276 0.4594 0.404
H 2.022503 -9.276254 -2.426053 -0.1097 -0.3730 0.1899 0.380
H 3.204843 -8.222634 -3.005483 -0.1768 0.8701 -0.0680 0.302
H 1.932603 -8.828144 -4.061753 -0.5897 0.8354 -0.4572 0.400
```
Positions in Å, forces in eV/Å.